(1)
The following is a quantum chemistry calculation of the ion C4H5O4 with charge -1 in a non-equilibrium geometry, from the OMol25 dataset.

Properties
**SMILES**: [O-][C@H]1O[C@]1(O)[C@H]1CO1
**Kohn-Sham gap**: 6.26 eV
**Charge**: -1
**HOMO level**: -2.31 eV
**LUMO**: 3.95 eV
**E_tot**: -456.2724 hartree
**ΔE to the lowest compared entry with this formula, charge and spin**: 126.8 kcal/mol

```
13
Properties=species:S:1:pos:R:3:mulliken_charge:R:1
C -0.4610 -0.2567 -0.2857 0.179
C 1.9407 0.5466 0.5389 -0.410
C 1.0683 -0.3668 -0.2999 -0.073
C -1.9198 -0.2018 0.6556 0.176
O -0.7792 0.3557 -1.5718 -0.581
O -1.2848 -1.3323 0.0277 -0.389
O 1.9484 -0.8898 0.6766 -0.456
O -2.8007 0.5552 0.1503 -0.774
H 2.7749 0.9263 0.0249 0.279
H 1.3690 0.8693 1.3545 0.290
H 1.3690 -0.6872 -1.3454 0.226
H -1.4758 0.0642 1.7000 0.233
H -1.7490 0.4173 -1.6257 0.300
```



(2)
The following is a quantum chemistry calculation of a cluster of 2 separate species, C4H5O4 in total in a non-equilibrium geometry, from the OMol25 dataset.

Properties
**Kohn-Sham gap**: 4.32 eV
**Charge**: -1
**HOMO level**: -4.34 eV
**LUMO**: -0.03 eV
**E_tot**: -456.2399 hartree
**ΔE to the lowest compared entry with this formula, charge and spin**: 147.1 kcal/mol

```
13
Properties=species:S:1:pos:R:3:mulliken_charge:R:1
O -0.1633 -1.8435 -2.0668 -0.862
C 1.2255 -0.3560 1.7019 -0.042
O 1.5285 -0.6619 2.8477 -0.493
C -0.0414 -0.0567 1.1088 -0.133
C -0.3478 0.1273 -0.3055 -0.145
C -0.6688 1.6210 -0.5816 0.560
O -1.7614 1.8686 -1.1882 -0.612
O 0.1074 2.5254 -0.0406 -0.683
H 2.0070 -0.3509 0.8937 0.301
H -1.2863 -0.3925 -0.3559 0.191
H -0.7803 -0.0438 1.8867 0.344
H -0.2682 -2.1741 -2.9286 0.152
H 0.4492 -0.2630 -0.9717 0.421
```



(3)
The following is a quantum chemistry calculation of a structure of composition C4H5O4P in a non-equilibrium geometry, from the OMol25 dataset.

Properties
**Kohn-Sham gap (alpha / beta)**: 8.33 / 8.33 eV
**HOMO level (alpha / beta)**: -10.20 / -10.20 eV
**LUMO (alpha / beta)**: -1.87 / -1.87 eV
**E_tot**: -797.6724 hartree
**ΔE to the lowest compared entry with this formula, charge and spin**: 23.9 kcal/mol

```
14
Properties=species:S:1:pos:R:3:mulliken_charge:R:1
C -0.3639 0.6917 -0.6214 -0.528
C -0.4693 -0.5963 -0.1769 1.117
C 0.2379 1.7685 0.2245 -0.155
C -1.6712 -1.3971 -0.0776 -1.198
O 3.0101 -0.7747 0.4791 -0.772
O 1.5261 0.4120 -1.3217 -0.494
O 0.6249 -1.2398 0.2241 -0.319
O 1.1307 1.1706 1.0551 -0.360
P 1.8080 -0.0811 0.0951 1.061
H 0.6643 2.4572 -0.4476 0.269
H -0.5818 2.1807 0.7450 0.405
H -2.0588 -1.4085 -1.0989 0.323
H -2.3171 -0.8313 0.5600 0.321
H -1.5399 -2.3520 0.3613 0.331
```



(4)
The following is a quantum chemistry calculation of the molecule C4H5OP in a non-equilibrium geometry, from the OMol25 dataset.

Properties
**Kohn-Sham gap (alpha / beta)**: 7.25 / 7.05 eV
**HOMO level (alpha / beta)**: -8.02 / -7.93 eV
**LUMO (alpha / beta)**: -0.77 / -0.89 eV
**E_tot**: -571.7990 hartree
**ΔE to the lowest compared entry with this formula, charge and spin**: 105.4 kcal/mol

```
11
Properties=species:S:1:pos:R:3:mulliken_charge:R:1
C -1.1342 -0.7729 0.0929 -0.106
C -1.3019 0.5112 0.0853 -0.547
C 0.1335 -1.3139 0.1983 -0.341
C 0.6055 1.4369 0.2032 -0.420
O 2.6880 -0.2772 0.2216 -0.496
P 1.2010 -0.0169 -0.3375 0.284
H -1.8760 -1.3676 -0.2728 0.357
H -1.9163 1.2566 -0.3346 0.371
H 0.3079 -2.3593 -0.1953 0.290
H 0.6184 2.3952 -0.2977 0.309
H 2.7546 -0.1463 1.1051 0.300
```



(5)
The following is a quantum chemistry calculation of a cluster of 2 separate species, C4H5P in total in a non-equilibrium geometry, from the OMol25 dataset.

Properties
**Kohn-Sham gap**: 8.48 eV
**HOMO level**: -8.35 eV
**LUMO**: 0.13 eV
**E_tot**: -496.6057 hartree
**ΔE to the lowest compared entry with this formula, charge and spin**: 59.6 kcal/mol

```
10
Properties=species:S:1:pos:R:3:mulliken_charge:R:1
C 0.3741 0.3046 0.9860 -0.623
C -0.8147 -0.1322 0.5215 -0.238
C 1.3525 0.2207 0.0036 -0.121
C -0.9036 -0.3275 -0.8687 -0.561
P 0.8150 0.0750 -1.6002 -0.108
H 0.5878 0.5298 1.9298 0.491
H -1.5366 -0.4895 1.1904 0.373
H 2.9772 0.5536 0.3421 0.202
H -1.4786 -1.2847 -1.1250 0.362
H -1.3732 0.5501 -1.3795 0.223
```



(6)
The following is a quantum chemistry calculation of the molecule C4H5P in a non-equilibrium geometry, from the OMol25 dataset.

Properties
**SMILES**: C=CC1=PC1
**Kohn-Sham gap (alpha / beta)**: 7.17 / 7.59 eV
**HOMO level (alpha / beta)**: -8.06 / -8.00 eV
**LUMO (alpha / beta)**: -0.89 / -0.41 eV
**E_tot**: -496.6071 hartree
**ΔE to the lowest compared entry with this formula, charge and spin**: 58.7 kcal/mol

```
10
Properties=species:S:1:pos:R:3:mulliken_charge:R:1
C -0.3456 0.3560 -0.7462 0.326
C 0.5309 -1.3786 0.7396 -0.690
C 0.0346 -0.9620 -0.6917 -0.099
C -0.4149 1.4285 0.1613 -0.863
P -0.6983 1.7635 -1.6700 -0.101
H 1.2473 -2.2391 0.9261 0.256
H 0.1750 -0.8703 1.6095 0.345
H 0.3148 -1.4223 -1.6979 0.295
H -1.3792 1.6442 0.6509 0.248
H 0.5356 1.6802 0.7184 0.283
```



(7)
The following is a quantum chemistry calculation of the molecule C4H5PS in a non-equilibrium geometry, from the OMol25 dataset.

Properties
**SMILES**: C=PC1=C(C)S1
**Kohn-Sham gap**: 7.45 eV
**HOMO level**: -7.88 eV
**LUMO**: -0.43 eV
**E_tot**: -894.8065 hartree
**ΔE to the lowest compared entry with this formula, charge and spin**: 54.8 kcal/mol

```
11
Properties=species:S:1:pos:R:3:mulliken_charge:R:1
C 0.2531 0.1482 0.0287 -0.332
C -1.0133 0.0717 0.1327 0.744
C 3.0124 0.5082 -0.1509 -0.459
C -2.1712 -0.7723 0.0929 -0.820
P 1.7993 -0.6383 -0.0444 -0.121
S -0.7030 1.8524 0.1443 -0.286
H 2.5782 1.5084 0.2489 0.132
H 4.0509 0.4332 -0.3985 0.314
H -2.1414 -1.6732 0.7415 0.266
H -2.4068 -1.0422 -0.9975 0.263
H -3.2582 -0.3962 0.2023 0.300
```



(8)
The following is a quantum chemistry calculation of a cluster of 28 separate species, C4H61BN4O31 in total in a non-equilibrium geometry, from the OMol25 dataset.

Properties
**Kohn-Sham gap**: 8.48 eV
**HOMO level**: -10.18 eV
**LUMO**: -1.70 eV
**E_tot**: -2765.4015 hartree
**ΔE to the lowest compared entry with this formula, charge and spin**: 8.3 kcal/mol

```
101
Properties=species:S:1:pos:R:3:mulliken_charge:R:1
O -3.2628 -0.0898 -0.3924 -0.379
C -2.4219 -1.2367 -0.2359 -0.333
C -0.9806 -0.8185 -0.5250 -0.197
C -0.1042 -0.8025 0.6835 -0.218
N -0.6454 -0.2906 1.7828 -0.022
N 0.1377 -0.2071 2.8434 -0.233
C 1.3714 -0.6399 2.7064 0.736
O 2.1763 -0.5162 3.7925 -0.568
B 3.0585 0.5574 3.6928 0.748
O 4.1385 0.6083 4.5468 -0.518
O 2.8122 1.5460 2.8009 -0.343
N 1.9058 -1.1901 1.6320 -0.458
N 1.1368 -1.2784 0.5728 -0.210
H -4.0704 -0.2420 0.1241 0.278
H -2.5428 -1.6561 0.7556 0.430
H -2.7113 -1.9778 -0.9754 0.308
H -0.5532 -1.4703 -1.2783 0.255
H -0.9356 0.1956 -0.9205 0.286
H 4.9303 0.4383 4.0210 0.286
H 3.0257 2.4111 3.1930 0.279
O -4.4916 -3.2996 0.7691 -0.530
H -4.0482 -4.0955 1.0785 0.257
H -5.3861 -3.5841 0.5399 0.306
O -0.8388 -3.4830 -2.7879 -0.568
H -0.0616 -3.9771 -2.5018 0.285
H -0.7713 -3.4640 -3.7475 0.283
O -6.0032 -0.4299 -0.3311 -0.712
H -5.9045 -0.4088 -1.2947 0.386
H -6.9511 -0.5023 -0.1822 0.286
O -7.0918 1.8630 -1.4222 -0.609
H -6.9132 1.9005 -0.4759 0.320
H -6.4037 2.4045 -1.8200 0.272
O 3.5675 3.3366 4.8410 -0.545
H 3.4831 4.1191 5.4044 0.347
H 3.8136 2.6151 5.4306 0.254
O 2.1147 -4.7039 -2.9340 -0.611
H 2.9722 -4.2746 -3.0335 0.285
H 2.2821 -5.4168 -2.3076 0.289
O 2.5172 -4.2851 -5.8918 -0.668
H 2.9427 -3.4197 -5.8078 0.308
H 2.2110 -4.4774 -4.9972 0.309
O 1.4023 -5.2572 -8.3087 -0.647
H 1.6607 -4.8832 -7.4502 0.391
H 0.4704 -5.0327 -8.4045 0.353
O 3.2019 -1.4946 -4.8190 -0.676
H 3.3027 -1.4880 -3.8602 0.317
H 3.8618 -0.8573 -5.1248 0.316
O 6.1331 -0.5971 -5.2357 -0.615
H 6.9881 -0.6610 -4.7992 0.301
H 6.3159 -0.8306 -6.1519 0.314
O -3.0527 1.6043 2.3401 -0.620
H -2.2823 1.0950 2.6127 0.301
H -3.0091 1.5766 1.3754 0.270
O 0.0769 0.2310 5.9789 -0.710
H 0.8204 -0.2922 6.3011 0.370
H 0.1566 0.1729 5.0162 0.355
O 4.7378 -6.4448 -6.4478 -0.635
H 4.1213 -5.7160 -6.5976 0.356
H 5.5799 -6.1287 -6.7870 0.295
O 1.7254 1.5678 -5.0267 -0.656
H 2.0075 0.7018 -4.7069 0.367
H 1.4861 1.4134 -5.9458 0.306
O 3.3020 6.0705 4.9638 -0.697
H 2.9470 5.7254 4.1347 0.315
H 3.4095 7.0135 4.8018 0.306
O -1.7223 -3.3906 2.3833 -0.606
H -1.2139 -2.5755 2.3786 0.258
H -1.9808 -3.5190 3.3015 0.294
O -4.7949 0.6875 -2.8417 -0.618
H -3.9513 0.5470 -2.3878 0.302
H -4.6670 0.3424 -3.7309 0.279
O 6.3812 5.6867 4.3931 -0.647
H 6.7262 5.6450 3.4941 0.288
H 5.4461 5.4713 4.3011 0.352
O 7.1714 3.8165 2.0665 -0.598
H 7.6903 3.1430 2.5166 0.311
H 6.4357 3.3397 1.6706 0.303
O 1.5301 2.0017 7.8329 -0.638
H 2.1576 2.2366 7.1438 0.293
H 0.7927 1.6011 7.3543 0.362
O -5.3382 2.8872 4.5466 -0.642
H -4.4650 2.7641 4.9318 0.320
H -5.2273 2.5674 3.6439 0.315
O -0.4010 3.0658 4.4480 -0.555
H -0.2464 2.2038 4.8494 0.257
H -0.7031 2.8802 3.5512 0.320
O -8.5223 1.7162 1.2172 -0.576
H -8.5240 2.3969 1.8979 0.300
H -9.4439 1.6307 0.9554 0.292
O -0.1421 5.8479 3.7093 -0.637
H 0.0425 6.5961 4.2840 0.321
H -0.0194 5.0681 4.2684 0.339
O 1.4640 1.2930 -2.1166 -0.610
H 1.2947 1.7528 -2.9507 0.339
H 1.5698 1.9976 -1.4702 0.278
O 0.1659 -2.5281 -8.9633 -0.650
H 0.9523 -3.0095 -8.6766 0.323
H 0.2499 -2.4938 -9.9212 0.324
O -7.1951 -3.3627 -0.7078 -0.661
H -6.6415 -2.6277 -1.0012 0.318
H -8.0961 -3.0717 -0.8763 0.306
```



Q: Look up the E_tot of the first one.
A: -456.2724 hartree